# 1
Entry from OMol25: the molecule C3H7N5O in a non-equilibrium geometry (ωB97M-V/def2-TZVPD).

Computed properties:
SMILES string   [H]/N=C\N(/C=N\N)C(N)=O
F_max   4.15 eV Å⁻¹
Electronic energy   -12721.20933 eV
Highest occupied orbital energy   -9.06 eV
Net charge   0
Kohn-Sham gap   9.648 eV

The geometry in XYZ format:
```
16
Properties=species:S:1:pos:R:3:forces:R:3
C 0.047 0.790 0.804 0.12 1.21 2.77
C -0.499 -1.527 0.234 -0.24 0.76 -1.49
C -1.233 0.240 -1.253 1.14 -0.10 -0.13
H 2.028 -0.538 0.075 -0.35 0.96 1.73
H 2.981 0.045 1.384 0.14 0.15 0.01
H -0.792 1.383 1.268 1.06 -0.28 -0.90
H -1.039 -1.996 -0.591 -0.08 -0.34 0.46
H 0.493 -1.604 1.884 -0.30 0.36 -0.01
H -0.125 1.984 -1.459 -2.79 -0.92 -0.53
H -1.582 1.750 -2.481 -0.15 0.20 -0.53
N 2.048 -0.136 1.064 1.13 -0.82 -1.21
N 1.179 0.830 1.457 -1.90 -0.84 -1.98
N -0.284 -0.172 -0.150 -1.99 0.22 -2.01
N -0.126 -2.109 1.258 0.50 -1.21 0.99
N -1.106 1.537 -1.634 3.50 1.34 1.78
O -1.990 -0.478 -1.860 0.19 -0.70 1.03
```
Forces are in eV/Å.

# 2
Entry from OMol25: C46H61BaN5O6S5Te as an isolated structure in a non-equilibrium geometry (ωB97M-V/def2-TZVPD).

Computed properties:
F_max   4.81 eV Å⁻¹
Electronic energy   -130599.17793 eV
Highest occupied orbital energy   -3.00 eV
Net charge   -2
Kohn-Sham gap   6.401 eV

The geometry in XYZ format:
```
125
Properties=species:S:1:pos:R:3:forces:R:3
Ba -0.802 -1.401 0.481 2.55 2.56 -3.17
C 2.036 4.214 1.637 -0.03 -0.13 0.03
C 1.182 3.788 2.831 -0.03 0.03 -0.09
S -0.346 2.881 2.474 -0.03 -0.04 -0.03
C -1.195 4.004 1.325 -0.02 -0.09 0.08
C -1.661 3.326 0.037 0.13 0.09 -0.01
S -0.404 2.482 -0.945 -0.03 -0.32 -0.04
C 0.752 3.803 -1.368 0.05 -0.02 0.06
C 2.205 3.434 -1.063 -0.11 0.03 0.21
S 2.530 2.810 0.604 0.11 0.02 -0.07
H 2.937 4.697 2.021 -0.05 0.08 0.02
H 1.512 4.942 1.018 0.02 0.03 0.00
H 0.936 4.667 3.432 0.07 0.00 0.02
H 1.733 3.091 3.466 -0.03 0.03 0.03
H -0.530 4.838 1.104 -0.02 0.01 -0.01
H -2.072 4.418 1.830 0.01 0.05 -0.03
H -2.185 4.053 -0.589 -0.07 -0.02 0.05
H -2.368 2.526 0.273 -0.05 0.02 -0.03
H 0.457 4.705 -0.831 0.02 0.02 -0.03
H 0.660 4.009 -2.437 0.01 0.08 0.02
H 2.847 4.293 -1.269 0.03 -0.04 -0.09
H 2.524 2.606 -1.700 0.01 0.03 -0.05
C 3.838 -0.045 1.949 -0.04 -0.05 -0.04
C 3.705 -1.536 2.059 -0.06 0.06 0.00
C 4.378 -2.224 3.059 0.08 -0.04 -0.01
C 4.260 -3.600 3.187 0.02 0.00 0.01
C 3.446 -4.292 2.307 0.03 -0.02 -0.03
C 2.748 -3.631 1.301 -0.11 0.00 0.15
C 1.844 -4.410 0.388 -0.01 0.03 -0.08
C 2.868 -2.239 1.177 0.15 0.04 -0.06
N 2.136 -1.590 0.153 -0.23 -0.10 0.15
C 2.872 -1.200 -0.873 0.02 0.10 -0.02
O 4.116 -1.217 -0.985 0.03 -0.05 -0.01
C 2.107 -0.731 -2.107 0.08 0.00 0.00
C 2.860 -0.432 -3.241 0.00 0.02 0.08
C 2.202 -0.124 -4.417 -0.01 0.04 -0.02
C 0.819 -0.129 -4.428 0.00 0.02 0.03
C 0.142 -0.422 -3.249 -0.04 0.05 -0.04
N 0.776 -0.703 -2.107 -0.18 -0.15 0.02
C -1.379 -0.453 -3.313 0.11 0.05 0.05
O -1.895 -0.257 -4.432 -0.04 0.04 -0.02
N -1.998 -0.714 -2.172 -0.31 0.10 0.27
C -3.405 -0.733 -2.269 0.06 -0.27 -0.07
C -4.169 0.423 -2.505 -0.04 0.09 -0.01
C -3.509 1.743 -2.770 0.04 -0.01 0.00
C -5.555 0.336 -2.555 -0.04 0.01 0.01
C -6.212 -0.874 -2.397 0.02 -0.04 -0.02
C -5.459 -2.020 -2.191 -0.03 0.05 0.04
C -4.069 -1.967 -2.130 -0.06 -0.05 -0.18
C -3.286 -3.248 -2.028 0.04 -0.01 0.12
H 2.957 0.451 2.364 0.00 0.00 -0.01
H 3.941 0.255 0.909 0.06 -0.01 0.03
H 4.713 0.304 2.502 -0.02 0.01 0.04
H 4.999 -1.664 3.751 0.03 0.00 -0.01
H 4.798 -4.128 3.968 0.00 -0.01 0.01
H 3.350 -5.369 2.388 -0.03 -0.01 0.02
H 2.181 -5.445 0.308 0.00 -0.01 -0.01
H 1.809 -3.966 -0.607 0.04 -0.04 -0.01
H 0.827 -4.429 0.785 -0.03 -0.01 0.01
H 3.936 -0.483 -3.155 0.00 0.00 0.01
H 2.761 0.099 -5.319 0.00 0.01 -0.01
H 0.230 0.069 -5.311 0.00 0.01 0.01
H -4.128 2.570 -2.412 -0.01 0.01 -0.01
H -3.342 1.864 -3.843 0.01 0.00 -0.01
H -2.528 1.796 -2.302 -0.03 0.01 0.00
H -6.126 1.243 -2.733 0.00 0.00 0.00
H -7.294 -0.927 -2.450 -0.01 0.00 0.02
H -5.949 -2.983 -2.097 -0.01 -0.01 0.01
H -3.838 -4.063 -2.498 0.00 -0.01 0.03
H -3.089 -3.537 -0.990 0.00 0.01 -0.02
H -2.321 -3.144 -2.522 0.00 -0.02 -0.04
O -2.828 -3.809 3.071 -0.07 0.11 0.07
S -1.564 -3.432 2.465 -0.20 0.21 0.04
O -0.417 -4.189 2.927 -0.01 0.03 0.05
O -1.322 -1.900 2.744 -0.50 -2.16 0.74
O -1.671 -3.529 0.933 -0.14 -0.83 1.73
C -5.558 -0.038 1.030 -0.13 0.21 -0.11
Te -4.013 -1.517 1.257 -1.20 0.19 0.00
C -4.241 -0.786 3.251 0.03 -0.14 0.25
C -5.721 -0.597 3.412 -0.01 0.00 -0.13
C -6.420 -0.822 4.585 0.01 0.01 0.05
C -7.806 -0.695 4.609 -0.02 0.03 0.03
C -8.491 -0.366 3.452 -0.04 0.05 0.03
C -7.794 -0.137 2.269 -0.01 0.10 0.01
C -6.413 -0.232 2.247 0.10 -0.10 0.04
H -6.103 -0.118 0.094 0.04 -0.08 0.00
H -5.073 0.942 1.068 -0.01 0.02 -0.08
H -3.702 0.163 3.294 0.01 -0.01 0.04
H -3.809 -1.488 3.960 0.02 -0.02 -0.05
H -5.884 -1.128 5.477 0.00 0.02 0.01
H -8.347 -0.861 5.533 -0.01 -0.06 -0.01
H -9.572 -0.290 3.464 -0.01 -0.01 0.00
H -8.328 0.107 1.358 0.00 0.01 -0.01
C 0.059 -3.313 7.566 -0.04 -0.01 0.01
C 1.174 -3.856 6.677 -0.03 0.02 -0.01
C 2.001 -2.780 5.970 -0.02 -0.03 0.00
C 1.347 -2.188 4.729 0.09 0.01 0.15
N 0.208 -1.325 5.040 0.06 0.05 -0.22
C 0.320 -0.001 5.174 0.03 -0.03 0.23
S 1.784 0.853 5.183 -0.05 -0.02 -0.07
N -0.840 0.680 5.371 0.10 0.16 -0.02
C -2.042 0.170 5.998 -0.16 0.01 -0.15
C -2.328 0.800 7.360 0.01 -0.11 0.03
C -1.472 0.277 8.516 0.01 0.13 0.02
C -0.061 0.853 8.571 0.02 -0.08 -0.02
H -0.485 -4.123 8.058 0.01 0.00 0.02
H -0.661 -2.734 6.988 0.01 -0.01 0.01
H 0.465 -2.656 8.341 0.00 0.02 -0.01
H 0.740 -4.515 5.919 0.04 -0.04 0.01
H 1.841 -4.469 7.292 -0.02 -0.02 -0.01
H 2.941 -3.224 5.639 0.04 0.03 0.01
H 2.249 -1.972 6.668 0.04 -0.01 -0.01
H 0.964 -2.980 4.085 0.07 0.01 0.00
H 2.083 -1.614 4.170 -0.01 0.01 -0.02
H -0.655 -1.651 4.609 0.01 0.12 -0.05
H -0.706 1.679 5.375 -0.01 -0.03 0.06
H -1.948 -0.911 6.106 -0.02 0.01 -0.01
H -2.897 0.348 5.342 0.02 -0.02 0.00
H -3.382 0.610 7.583 0.00 0.00 0.00
H -2.219 1.888 7.283 -0.04 0.02 0.00
H -1.425 -0.814 8.457 -0.02 -0.01 0.01
H -1.985 0.518 9.453 0.01 -0.04 0.01
H 0.525 0.620 7.682 -0.01 0.02 0.02
H 0.482 0.462 9.434 0.00 0.01 0.02
H -0.093 1.942 8.662 0.00 0.02 -0.01
```
Forces are in eV/Å.

Question: Among the records above, which one has the highest Kohn-Sham gap?
Answer: C3H7N5O

Question: What is the Kohn-Sham gap in the second record?
Answer: 6.401 eV

Question: What is the formula in the second record?
Answer: C46H61BaN5O6S5Te